Record 1
Below is a cluster of 2 separate species, H7N3O in total, with properties calculated with wB97M-V/def2-TZVPD.

SMILES string: NN.NO
2S+1: 1
LUMO (eV): 0.93
Total energy (eV): -6628.109
HOMO-LUMO gap (eV): 9.67

```
11
Properties=species:S:1:pos:R:3:forces:R:3:lowdin_charge:R:1
O -1.637 0.782 -0.213 -0.496 -1.331 -0.396 -0.163
N 2.297 0.089 0.367 0.092 -0.389 -0.176 -0.089
N 1.269 -0.210 -0.601 0.268 -2.072 0.074 -0.089
N -2.113 -0.527 0.301 1.576 1.722 1.439 -0.006
H 2.055 0.812 1.000 -1.031 0.530 0.883 0.037
H -1.285 -1.127 0.212 -0.721 0.391 -0.214 0.059
H 0.391 0.275 -0.492 0.173 0.671 0.350 0.008
H 1.032 -1.226 -0.444 0.447 1.486 -0.290 0.069
H -2.910 -0.865 -0.183 -0.381 -0.065 -1.176 0.050
H 3.102 0.503 -0.070 0.132 -0.216 -0.885 0.045
H -2.202 1.494 0.123 -0.059 -0.726 0.392 0.081
```
Positions in Å, forces in eV/Å.

Record 2
Below is an isolated molecule of C3H8N2O, with properties calculated with wB97M-V/def2-TZVPD.

SMILES string: C=C(NN)OC
2S+1: 1
LUMO (eV): 0.93
Total energy (eV): -8265.264
HOMO-LUMO gap (eV): 8.39

```
14
Properties=species:S:1:pos:R:3:forces:R:3:lowdin_charge:R:1
O -0.399 -0.253 0.799 -1.625 -3.567 -0.507 -0.061
N 1.053 1.311 0.074 -0.105 0.018 0.545 -0.051
N 0.617 2.217 1.061 -0.246 -0.094 -0.109 0.018
C -1.322 -1.571 0.230 0.718 2.561 2.294 0.083
C 0.448 0.099 -0.144 -0.066 0.266 -2.593 -0.522
C 0.563 -0.587 -1.332 0.875 0.517 0.366 -0.023
H -1.995 -1.143 -0.507 0.298 0.016 0.003 0.080
H -0.375 2.411 0.932 0.092 -0.014 0.016 0.078
H 1.602 1.721 -0.664 -0.015 -0.217 0.133 0.130
H -1.787 -1.734 1.195 -0.324 -0.202 -0.097 0.068
H -0.807 -2.467 -0.099 0.533 0.532 0.027 0.067
H 1.034 -0.112 -2.179 0.344 0.195 0.106 0.030
H 0.659 -1.659 -1.331 -0.547 -0.117 -0.036 0.027
H 0.709 1.765 1.966 0.067 0.106 -0.148 0.076
```
Positions in Å, forces in eV/Å.

Record 3
Below is an isolated molecule of CH6P2S, with properties calculated with wB97M-V/def2-TZVPD.

2S+1: 3
LUMO (spin up / spin down) (eV): 0.84 / -3.00
Total energy (eV): -30541.371
HOMO-LUMO gap (spin up / spin down) (eV): 5.04 / 6.42

```
10
Properties=species:S:1:pos:R:3:forces:R:3:lowdin_charge:R:1
S 1.235 -1.133 0.101 2.389 -1.662 1.367 0.048
P -0.517 -0.784 -0.907 -4.205 1.550 1.187 0.321
P 2.344 0.508 -0.602 -1.235 1.114 -0.713 0.376
C -1.411 0.431 0.527 -3.306 0.946 -5.623 -0.289
H 2.796 0.955 0.651 0.703 -0.443 0.078 -0.164
H 3.332 -0.294 -1.167 0.812 -0.069 0.493 -0.173
H -0.799 0.575 1.292 2.663 -0.190 3.434 -0.076
H -2.431 -0.006 0.749 1.414 0.331 -0.174 0.037
H -1.540 1.506 0.107 -0.011 -1.967 0.275 0.049
H -1.095 -2.034 -0.326 0.776 0.390 -0.323 -0.128
```
Positions in Å, forces in eV/Å.

Record 4
Below is a cluster of 7 separate species, C4H20O8S in total, with properties calculated with wB97M-V/def2-TZVPD.

SMILES string: O=S1(=O)CCCC1.O.O.O.O.O.O
2S+1: 1
LUMO (eV): 0.57
Total energy (eV): -31687.528
HOMO-LUMO gap (eV): 10.96

```
33
Properties=species:S:1:pos:R:3:forces:R:3:lowdin_charge:R:1
S 1.766 -0.169 0.856 -2.522 -1.532 -1.681 0.711
O -1.920 -0.445 -1.931 -0.241 -0.055 -0.209 -0.066
O -2.524 1.774 -0.042 0.256 -1.102 -1.065 -0.059
O -4.537 -0.799 -1.288 -0.539 1.569 1.714 -0.113
O 0.629 -0.581 0.001 1.506 0.867 0.434 -0.354
O 1.414 -0.026 2.230 0.386 0.128 1.510 -0.306
O -1.695 -1.285 1.360 -0.485 -0.389 -0.769 -0.052
O -4.459 -1.434 1.494 1.669 0.912 0.073 -0.076
O -0.218 1.920 -1.860 -0.963 -0.342 2.193 -0.112
C 2.529 1.314 0.239 0.776 -0.721 -0.725 -0.206
C 4.275 -0.456 0.472 0.019 0.175 -1.565 -0.219
C 3.898 0.890 -0.260 0.382 -1.831 -0.580 -0.180
C 3.094 -1.365 0.511 -2.079 1.159 -1.980 -0.210
H -0.519 1.458 -1.003 0.769 0.465 -1.941 0.030
H 2.981 -2.118 1.243 0.381 -0.739 0.934 0.093
H 1.880 1.563 -0.564 -0.602 0.723 -0.711 0.069
H -4.813 -2.282 1.706 -0.404 -0.883 0.142 0.030
H -2.851 -0.361 -2.183 -0.014 -0.490 0.521 0.010
H -1.176 -1.376 0.536 -0.231 0.181 0.414 0.036
H -3.463 -1.513 1.619 -1.222 0.146 -0.341 0.033
H -1.100 -0.888 1.984 0.601 0.304 0.412 0.029
H -2.434 0.788 0.014 -0.140 1.155 0.212 0.030
H -2.650 2.154 0.815 -0.113 -0.139 0.865 0.033
H 4.527 -0.260 1.474 0.847 0.381 1.279 0.102
H -0.909 2.606 -1.837 0.368 -0.111 -0.386 0.034
H -1.462 -0.162 -2.722 0.580 0.240 -0.025 0.036
H 3.922 0.718 -1.353 -0.377 -0.082 0.495 0.126
H 2.600 2.086 0.964 -0.309 0.443 0.863 0.106
H -4.728 0.135 -1.537 -0.024 -0.911 0.193 0.053
H 2.745 -1.779 -0.485 0.723 0.457 1.026 0.133
H 4.705 1.576 -0.111 0.183 0.743 0.458 0.103
H -4.572 -0.745 -0.265 0.116 -0.630 -1.880 0.045
H 5.065 -0.934 -0.077 0.701 -0.091 0.119 0.112
```
Positions in Å, forces in eV/Å.

Record 5
Below is an isolated molecule of C4H10N4, with properties calculated with wB97M-V/def2-TZVPD.

SMILES string: [H]/N=C(\N)CCNN=C
2S+1: 1
LUMO (eV): 0.93
Total energy (eV): -10265.748
HOMO-LUMO gap (eV): 9.36

```
18
Properties=species:S:1:pos:R:3:forces:R:3:lowdin_charge:R:1
N 0.730 -0.123 1.410 1.998 -1.589 5.531 0.035
N 0.408 2.134 2.266 -0.686 -1.803 -2.256 0.033
N -0.471 -0.803 -1.276 -6.330 4.745 0.702 -0.090
N 0.674 -1.150 -0.840 1.178 -2.598 -1.007 -0.164
C -1.423 0.276 -0.451 0.627 -3.978 -0.275 -0.134
C 1.094 -2.174 -1.472 1.723 -0.598 -2.774 -0.070
C -0.595 1.373 0.063 -0.322 4.923 -0.851 -0.216
C 0.216 1.166 1.320 2.736 1.048 3.260 -0.498
H -2.100 -0.259 0.349 1.779 0.723 -1.267 0.143
H 2.157 -2.570 -1.402 -1.680 0.601 0.115 0.078
H 1.080 2.072 3.117 -1.409 -1.081 -2.373 0.053
H -0.035 1.932 -0.857 -0.659 -1.702 2.268 0.169
H 1.122 -0.815 0.711 -1.282 2.085 0.649 0.050
H 0.453 -2.282 -2.453 1.656 -1.173 1.570 0.093
H -1.328 2.249 0.300 1.099 -1.460 -0.033 0.137
H -0.952 -1.254 -2.093 0.914 0.260 1.247 0.129
H -2.136 0.639 -1.167 -0.010 0.117 -0.670 0.085
H 1.106 -0.409 2.475 -1.332 1.481 -3.835 0.166
```
Positions in Å, forces in eV/Å.

Relative energy (zero: lowest compared OMol25 entry of this formula, charge and spin), respectively: 0.2131, 4.0623, 1.7325, 0.6146, 5.1029 eV.